The following is a quantum chemistry calculation of a structure of composition CH3Cl2NOS in a non-equilibrium geometry, from OMol25.

```
9
Properties=species:S:1:pos:R:3:forces:R:3:nbo_charge:R:1
C 1.013851 -0.078882 0.801701 2.592 -0.392 -3.973 -0.508
N -1.535123 0.814294 -0.314665 3.273 1.238 -1.093 -0.784
O -0.006965 -1.642829 -0.914985 -0.291 -0.117 -0.895 -0.867
S 0.338271 -0.226400 -0.935923 -1.764 0.616 2.630 1.284
Cl 2.821340 -0.262375 0.551424 -0.722 0.200 0.228 -0.077
Cl -2.762351 -0.127657 -0.897688 -0.941 -0.811 -0.516 0.150
H 0.842552 0.749986 1.335420 -0.653 3.493 1.413 0.218
H 0.734406 -0.879427 1.353588 -1.209 -2.760 1.176 0.230
H -1.445982 1.653289 -0.978873 -0.284 -1.468 1.029 0.353
```
Positions in Å, forces in eV/Å.

Relative energy (zero: lowest compared OMol25 entry of this formula, charge and spin), kJ/mol: 103.07
Lowest unoccupied orbital energy (alpha / beta), eV: -0.73 / -0.73
Max |F|, eV/A: 4.8
E_tot, eV: -40499.8129